No. 1
15
Properties=species:S:1:pos:R:3:forces:R:3:lowdin_charge:R:1 method="wB97M-V/def2-TZVPD" multiplicity=1 e_above_lowest_kj_mol=0.0 homo_ev=-9.6 total_charge=0 e_tot_ha=-1011.0828
N 1.81681 -0.41759 2.71183 0.60 0.12 0.49 0.19
C 0.99957 -0.61433 1.94048 -0.09 -0.17 -0.05 -0.23
C -0.03468 -0.83268 0.94901 -0.19 -0.36 -0.55 -0.28
C -0.95214 0.36557 0.97675 -0.35 0.48 -0.10 -0.74
I -2.10850 0.54467 2.73644 0.00 -0.13 -0.03 0.89
N -1.06167 1.28439 0.14113 -0.72 0.06 0.90 -0.06
C -0.36177 1.40660 -1.04615 2.36 -3.26 -1.68 -0.67
I -1.69751 1.85049 -2.67463 0.22 -0.06 0.21 0.80
C 0.54185 -0.07989 -1.46562 -1.62 3.72 1.04 -0.20
O -0.24295 -1.21473 -1.50869 -0.94 -0.65 -0.42 0.01
C 0.61589 -1.07809 -0.41009 0.55 0.13 0.47 -0.22
H -0.60603 -1.72705 1.23543 0.07 0.17 -0.03 0.15
H 0.35790 2.21722 -0.97685 -0.03 0.05 -0.12 0.08
H 1.28474 0.06987 -2.23195 0.17 -0.07 -0.13 0.13
H 1.44848 -1.77444 -0.37709 -0.01 -0.02 -0.01 0.16

No. 2
12
Properties=species:S:1:pos:R:3:forces:R:3:lowdin_charge:R:1 method="wB97M-V/def2-TZVPD" multiplicity=1 e_above_lowest_kj_mol=512.9 homo_ev=-9.8 total_charge=0 e_tot_ha=-340.3243
N 3.14700 0.71935 0.39732 -6.14 -10.30 -5.28 0.08
C 2.46518 -0.32413 -0.11071 3.84 7.32 5.68 -0.09
C 1.18781 -1.33608 -0.09002 2.58 1.07 1.08 0.06
C 0.03497 -0.64727 -0.14758 0.01 -5.09 0.42 -0.46
C 0.00112 0.68103 -0.28758 1.17 8.19 -1.50 -0.12
C -1.25068 1.21804 0.04181 2.13 0.16 -1.14 -0.02
C -1.95978 -0.06067 0.36546 -2.33 -2.79 -3.38 -0.12
N -1.25344 -1.19925 0.07338 -1.26 3.22 1.94 0.09
H 1.28973 -2.37958 0.34654 0.12 1.46 -1.14 0.13
H 1.04199 1.18722 -0.66887 -3.33 -0.64 1.08 0.15
H -1.56219 2.36402 -0.16172 0.49 -3.23 1.02 0.15
H -3.14171 -0.22268 0.24196 2.71 0.63 1.21 0.14

No. 3
13
Properties=species:S:1:pos:R:3:forces:R:3:lowdin_charge:R:1 method="wB97M-V/def2-TZVPD" multiplicity=1 e_above_lowest_kj_mol=421.0 homo_ev="-8.8 / -9.5" total_charge=0 e_tot_ha=-415.6078
C -2.64870 -0.80494 0.03990 -2.45 -0.39 0.79 -0.23
C 1.17208 -1.88972 0.18628 0.96 0.20 0.04 -0.26
C -0.75877 0.55328 -0.44974 0.41 -1.62 0.91 -0.08
C 0.55037 0.89417 -0.41454 0.92 5.18 -1.30 -0.14
C -1.22713 -0.63209 0.14305 -1.93 -0.43 -1.43 -0.07
C 1.35289 -0.74180 0.93915 -0.12 -0.15 -0.02 -0.11
N -3.79369 -1.05353 0.00372 2.20 0.60 -0.05 0.14
N 1.17768 -2.81420 -0.49364 -0.41 -0.87 -0.51 0.20
O 1.51966 0.43924 0.34844 -0.40 0.13 -0.10 0.03
H -1.41896 1.34857 -0.78080 -0.13 -0.46 -0.17 0.13
H 0.79498 2.00965 -0.76106 -0.20 -2.83 0.50 0.18
H -0.85177 -1.66312 0.17657 0.47 1.06 -0.03 0.08
H 1.81642 -0.75676 1.87062 0.70 -0.42 1.37 0.11

No. 4
18
Properties=species:S:1:pos:R:3:forces:R:3:lowdin_charge:R:1 method="wB97M-V/def2-TZVPD" multiplicity=1 e_above_lowest_kj_mol=110.6 homo_ev=1.4 total_charge=-2 e_tot_ha=-751.0273
O -3.43863 0.20219 1.93635 0.06 -0.30 -1.04 -0.14
C -2.65779 0.06873 0.94216 -2.81 -0.72 0.61 -0.57
N -2.92604 -0.49413 -0.34869 3.48 2.30 2.03 0.15
C -1.68453 -0.47744 -1.07111 1.88 -0.08 1.41 -0.43
O -1.74237 -1.09058 -2.16571 0.85 0.40 -0.56 -0.14
C -0.65574 0.18285 -0.18023 -2.02 -2.05 -4.28 -0.18
N 0.76481 0.16533 -0.19630 -1.53 0.26 0.94 0.09
C 1.53816 -0.66097 0.78769 -0.45 0.43 -2.18 -0.50
O 0.94948 -1.37044 1.61510 0.13 -0.12 0.64 -0.09
C 2.82330 -0.43899 0.32979 0.13 -1.17 1.74 -0.15
N 2.79528 0.55732 -0.62354 3.37 2.20 -1.89 0.02
C 1.60107 0.98403 -0.95300 -3.32 0.52 -1.71 -0.54
O 1.26054 1.82389 -1.85808 1.06 -1.09 1.72 -0.11
N -1.39909 0.44891 0.95672 1.92 1.21 3.53 0.09
H -3.63983 -0.94180 -0.87219 -0.95 -0.12 0.52 0.11
H 3.72389 -0.64542 0.84842 0.66 -0.18 0.37 0.04
H 3.61010 1.03224 -1.05584 -1.05 -0.87 0.66 0.15
H -0.92261 0.65428 1.90848 -1.42 -0.62 -2.49 0.20

No. 5
15
Properties=species:S:1:pos:R:3:forces:R:3:lowdin_charge:R:1 method="wB97M-V/def2-TZVPD" multiplicity=1 e_above_lowest_kj_mol=0.0 homo_ev="-14.5 / -14.5" total_charge=+1 e_tot_ha=-504.4118
N -2.98047 1.58863 1.02398 -0.50 0.43 0.32 0.24
C -2.23036 0.96047 0.43363 0.27 -0.15 -0.15 -0.11
C -1.21119 0.16317 -0.18788 0.20 0.66 0.12 -0.29
N -1.67396 -0.97792 -0.71742 -0.61 -0.71 -0.65 0.18
C -1.32698 -2.13783 -0.35349 -0.64 0.78 -0.68 -0.06
N -0.34585 -2.18530 0.61189 1.45 -0.34 1.30 0.20
C -0.02769 -1.13785 1.15374 -0.71 -0.98 -0.37 -0.02
C 0.76162 -0.19149 1.68749 0.43 0.58 0.03 0.00
N 1.52062 0.48761 0.82905 0.66 -0.15 0.67 0.14
C 1.14954 0.89430 -0.31627 0.07 0.14 -0.15 -0.09
N -0.14709 0.89351 -0.73638 -0.40 -0.05 -0.44 0.14
H -1.73470 -3.04538 -0.76579 -0.03 -0.11 -0.04 0.15
H 0.78874 0.07890 2.73566 -0.14 -0.07 0.09 0.16
H 1.86549 1.40456 -0.94677 -0.05 0.00 -0.16 0.16
H -0.41643 1.69745 -1.29871 0.01 -0.03 0.11 0.18

No. 6
21
Properties=species:S:1:pos:R:3:forces:R:3:lowdin_charge:R:1 method="wB97M-V/def2-TZVPD" multiplicity=2 e_above_lowest_kj_mol=135.2 homo_ev="-21.5 / -21.4" total_charge=+3 e_tot_ha=-1823.5312
O 2.23922 -1.77741 -0.90699 -2.89 2.27 1.33 0.33
C 1.38462 -1.09930 -0.54774 6.78 -5.08 -3.16 -0.08
V 0.00000 0.00000 0.00000 0.82 -0.89 5.80 0.55
C -1.41855 1.12924 0.43530 -6.58 5.14 1.74 -0.06
O -2.28945 1.82248 0.70146 2.84 -2.26 -0.77 0.34
C -0.44362 0.39928 -2.04270 -2.33 2.23 -2.75 -0.05
O -1.26617 1.18579 -2.43466 2.01 -1.91 1.12 0.33
C -1.20572 -1.38248 -0.26136 -5.90 -6.45 -1.70 -0.07
O -1.93334 -2.25924 -0.41422 2.55 3.07 0.64 0.34
C 1.09363 1.48238 -0.20059 5.45 7.10 -1.40 -0.06
O 1.79442 2.38633 -0.31438 -2.56 -3.26 0.53 0.34
H 0.15198 -0.18395 -2.78464 0.06 -0.08 -0.30 0.20
N 1.29024 0.27876 5.25380 -0.69 -0.99 -2.41 0.29
N 0.93324 -0.26899 4.03158 0.26 1.60 0.37 -0.14
N 0.72544 -1.56046 3.83626 -0.49 -1.50 -1.18 0.22
C 0.40223 -1.65033 2.53394 0.58 -1.07 2.84 -0.05
N 0.42067 -0.42619 1.97036 -0.12 0.73 -0.91 -0.08
N 0.75587 0.42934 2.92104 0.53 2.16 1.29 0.13
H 1.43426 1.29376 5.34766 -0.20 -0.50 -0.59 0.18
H 1.41011 -0.32957 6.07727 -0.21 -0.21 -0.79 0.18
H 0.16537 -2.57032 2.01634 0.07 -0.13 0.31 0.16

No. 7
11
Properties=species:S:1:pos:R:3:forces:R:3:lowdin_charge:R:1 method="wB97M-V/def2-TZVPD" multiplicity=1 e_above_lowest_kj_mol=349.6 homo_ev=-9.1 total_charge=0 e_tot_ha=-306.0784
C -1.40783 2.94923 -0.15024 0.39 -0.85 0.06 0.18
C -0.79120 1.82304 -0.11747 -0.47 0.04 0.17 -0.22
C 0.03278 0.64333 -0.21921 0.52 -0.19 0.10 -0.33
C 0.57450 -0.01884 0.83753 0.11 0.04 -0.09 -0.03
C 0.76947 -1.35665 0.39574 0.07 -0.17 -0.17 -0.05
C 0.32367 -1.39287 -0.88659 0.16 -0.33 0.07 -0.11
O -0.14786 -0.18431 -1.27384 0.20 0.04 -0.02 0.06
H -1.48759 1.30388 0.59524 -1.12 1.50 0.17 0.14
H 0.72685 0.40684 1.82173 0.05 -0.14 -0.21 0.13
H 1.15536 -2.18049 0.97568 0.05 0.04 -0.16 0.11
H 0.28293 -2.16387 -1.63754 0.03 0.01 0.07 0.12

No. 8
11
Properties=species:S:1:pos:R:3:forces:R:3:lowdin_charge:R:1 method="wB97M-V/def2-TZVPD" multiplicity=1 e_above_lowest_kj_mol=361.2 homo_ev=-9.3 total_charge=0 e_tot_ha=-306.0740
C -0.70601 -0.21196 3.49167 0.03 -0.01 -0.42 0.12
C -0.66763 -0.31475 2.29167 0.01 0.04 0.48 -0.14
C -0.76088 -0.58602 0.89039 0.01 -0.03 -0.16 -0.13
C -0.02479 -0.13052 -0.09957 -0.10 -0.08 -0.12 0.06
C 0.42551 0.13052 -1.28244 -0.22 -0.02 0.27 -0.28
C 0.47161 0.80504 -2.55003 -0.11 0.26 -0.13 -0.04
O 1.35536 -0.29290 -2.18068 0.13 -0.14 0.04 0.04
H -0.74299 -0.12813 4.55483 0.05 0.04 -0.17 0.03
H -1.55569 -1.28322 0.62560 0.06 0.01 0.05 0.11
H 0.96485 1.76814 -2.64744 -0.05 -0.10 0.05 0.11
H -0.27594 0.55685 -3.30327 0.17 0.04 0.12 0.12

No. 9
11
Properties=species:S:1:pos:R:3:forces:R:3:lowdin_charge:R:1 method="wB97M-V/def2-TZVPD" multiplicity=1 e_above_lowest_kj_mol=437.2 homo_ev=-8.9 total_charge=0 e_tot_ha=-306.0450
C 2.94828 -0.04771 -0.00186 -0.58 -0.03 -0.01 0.15
C 1.74842 -0.16043 -0.02269 0.61 0.07 0.03 -0.05
C 0.32026 -0.31605 -0.06444 -0.05 0.24 0.01 -0.37
C -0.52732 0.72509 0.05850 0.21 -0.13 0.00 -0.07
C -1.97656 0.52235 0.02608 -0.20 -0.48 -0.16 -0.25
C -2.65018 -0.49811 -0.44693 0.30 0.64 0.29 0.20
O -0.07297 -1.59628 -0.23912 -0.18 0.06 0.02 0.07
H 4.01292 0.05477 0.01302 -0.25 -0.02 0.00 0.04
H -0.14644 1.72076 0.23896 0.02 -0.14 -0.05 0.11
H -2.62568 1.27247 0.49404 -0.07 -0.12 -0.09 0.11
H -1.03075 -1.67687 -0.05558 0.19 -0.09 -0.03 0.06

No. 10
12
Properties=species:S:1:pos:R:3:forces:R:3:lowdin_charge:R:1 method="wB97M-V/def2-TZVPD" multiplicity=1 e_above_lowest_kj_mol=356.2 homo_ev=-8.4 total_charge=0 e_tot_ha=-381.3434
C 0.36143 1.60396 1.03814 5.05 5.84 3.70 -0.22
C 1.43556 0.85435 0.63672 4.56 3.29 2.75 -0.02
C 0.81860 -0.11980 -0.08739 -1.65 -1.03 2.05 -0.27
C 0.73574 -1.01414 -1.05753 2.64 -6.45 -6.91 -0.07
C -0.50155 -1.56807 -1.26400 -1.89 1.62 0.70 -0.05
C -0.47066 -0.07437 0.28200 -5.34 -0.25 -0.88 -0.23
H 0.43028 2.66862 1.56172 -0.35 -2.70 -0.92 0.17
H 2.65448 0.97143 1.14548 -4.16 -0.12 -2.36 0.21
H 1.57960 -1.36821 -1.74808 -1.15 0.53 1.26 0.14
H -1.14807 -2.17700 -1.92440 1.61 0.04 0.21 0.13
O -1.42513 -0.88501 -0.42164 3.66 1.71 1.44 0.05
O -0.79873 1.11170 0.88135 -2.98 -2.49 -1.03 0.14

No. 11
12
Properties=species:S:1:pos:R:3:forces:R:3:lowdin_charge:R:1 method="wB97M-V/def2-TZVPD" multiplicity=1 e_above_lowest_kj_mol=376.5 homo_ev=-8.9 total_charge=0 e_tot_ha=-381.3357
C -1.18401 -0.18049 -1.77346 -2.77 2.64 1.58 -0.12
C -0.21903 -1.05325 -1.43034 1.51 -1.95 -3.90 -0.07
C 0.28277 -0.81428 -0.06992 2.89 0.69 0.03 -0.10
C 1.66079 -0.59552 0.77656 -4.59 1.27 -0.28 0.07
C 1.35627 0.59221 1.55454 -0.13 -3.91 1.11 -0.08
O 0.05202 0.95344 1.30800 -0.87 1.80 -0.03 0.02
C -0.48664 0.19427 0.35936 -0.60 1.17 -2.73 -0.29
O -1.35105 0.67102 -0.69681 0.59 0.36 3.77 -0.01
H -2.12589 0.24757 -2.42816 3.12 -2.26 0.61 0.19
H 0.17626 -1.59453 -2.37829 -0.28 0.10 2.48 0.13
H 2.29503 -1.47582 0.74618 0.80 1.02 0.49 0.08
H 1.58591 0.96947 2.67027 0.32 -0.92 -3.13 0.17

No. 12
14
Properties=species:S:1:pos:R:3:forces:R:3:lowdin_charge:R:1 method="wB97M-V/def2-TZVPD" multiplicity=7 homo_ev="-22.9 / -23.0" total_charge=+3 e_tot_ha=-1279.7156
C -0.52118 -2.28355 -0.62949 0.03 -0.21 -0.07 0.36
C -0.50136 -1.00750 -1.15903 -0.22 -0.22 0.27 0.15
C -0.22073 0.15063 -0.31285 0.02 0.08 0.10 -0.02
C 0.92577 0.64419 0.16440 -1.79 -0.17 -0.39 -0.07
C 0.47313 1.53665 1.35633 -0.18 -1.82 0.16 -0.47
O 0.96199 1.33069 2.42740 0.90 1.43 -0.55 0.23
O -0.69825 2.04068 1.00425 -0.64 -0.11 0.90 0.24
C -1.33512 1.10508 0.15802 0.81 1.14 -1.18 -0.29
O -2.36738 1.25022 -0.34582 -0.76 -0.28 0.30 0.36
H 0.07516 -3.08312 -1.07144 -0.40 -0.33 -0.52 0.16
H -1.12715 -2.55784 0.23655 0.26 0.12 0.49 0.16
H -0.84436 -0.89333 -2.19215 0.46 0.17 -0.40 0.20
H 1.93852 0.36550 -0.05296 -3.33 -3.25 -1.10 -0.11
Tb 3.24094 1.40171 0.41678 4.83 3.43 1.97 2.09

no.,molecular weight (Da)
1,373.92
2,104.11
3,120.11
4,196.12
5,146.13
6,277.07
7,92.10
8,92.10
9,92.10
10,108.10
11,108.10
12,283.02